Density functional theory data (ωB97M-V/def2-TZVPD) for 16 unconnected molecules or ions with the total composition C48H48F16O48 at a distorted geometry.

XYZ file:
```
160
Properties=species:S:1:pos:R:3:forces:R:3
F -20.40339 8.36939 27.13531 -0.35 -0.90 1.71
F -17.61695 7.89596 27.50237 -0.42 -0.30 -0.03
F -12.16706 15.01335 22.16196 0.53 -1.09 0.32
F -11.07192 14.67036 30.69592 -1.95 -1.07 0.03
F -11.51389 8.60975 16.40975 0.09 0.72 -0.48
F -14.26310 7.48903 21.46135 -0.41 1.21 -0.04
F -14.85261 10.17271 28.14213 -1.31 0.27 -0.02
F -18.09693 14.27463 23.47402 0.39 -1.30 0.22
F -15.95545 14.75283 15.88337 -0.09 -0.50 0.18
F -13.43658 7.55338 27.36681 -0.73 -0.97 -0.06
F -11.26320 5.69357 22.62748 -0.69 -0.22 0.47
F -15.52946 2.29409 24.31030 0.67 -0.76 -0.47
F -11.59748 8.62606 22.11228 0.83 0.42 -0.46
F -13.72915 4.87976 20.80184 0.04 -0.02 -0.49
F -20.21098 7.58156 20.00012 0.69 -0.32 0.28
F -18.19331 12.38890 15.83736 -0.73 0.11 -1.96
O -17.80318 1.21787 22.19489 0.00 -0.91 -0.74
O -13.44177 10.82978 17.24316 0.25 0.25 -1.11
O -13.11240 7.33843 18.93357 0.40 -0.02 -0.72
O -20.05994 12.45382 22.12081 -0.29 -0.92 -0.33
O -15.54187 13.27511 30.65791 0.11 -0.27 0.06
O -11.33011 10.92303 28.88273 -1.32 2.28 2.64
O -17.24610 5.88358 28.51393 -1.22 -0.88 -0.67
O -14.24296 9.70174 20.73639 -0.87 -1.13 0.25
O -11.34664 8.01712 26.71319 -0.97 0.58 -0.79
O -13.68961 12.36752 21.91912 1.44 0.54 0.33
O -15.14297 7.83269 18.16370 1.02 -1.79 0.34
O -15.50807 10.85081 19.35354 -0.59 0.79 -0.92
O -18.18657 4.96570 26.64782 0.39 0.67 0.24
O -12.00766 11.58114 30.96939 0.61 -0.28 0.39
O -12.67027 6.76026 24.09437 -1.54 -2.74 -0.01
O -14.20712 14.67439 17.37536 1.19 -0.83 -0.40
O -15.74413 11.19235 29.89578 -0.24 -0.69 -0.26
O -13.54899 11.67825 24.01317 0.53 -0.76 1.01
O -18.66420 6.79529 21.48149 0.38 0.05 -0.85
O -10.23717 7.95042 24.81400 0.41 -0.03 -1.34
O -11.84874 12.92332 23.10754 -0.66 -0.49 0.99
O -9.94053 11.11519 21.81975 1.10 0.36 -1.88
O -14.38012 11.46149 15.28859 -1.32 0.72 -1.00
O -12.41345 10.41354 15.32656 0.86 -0.35 -0.67
O -14.98500 7.01889 24.13838 1.43 -0.26 0.76
O -12.19506 13.58662 17.71865 0.13 -0.11 0.57
O -12.13459 9.18426 24.99277 0.94 0.48 -1.72
O -16.53320 9.57686 20.92795 2.01 0.18 -0.50
O -18.38943 8.49148 24.58623 -0.14 -1.17 -0.18
O -18.69583 4.15768 28.70749 -0.88 -1.29 0.51
O -11.81139 13.04902 29.33411 -0.61 1.15 0.35
O -18.27674 5.16081 20.01576 0.62 0.49 -0.34
O -16.50685 0.51544 20.45884 -0.26 1.64 2.86
O -9.33260 10.87073 19.63554 -0.17 -0.08 0.61
O -9.66370 9.06262 20.97434 0.25 1.33 -1.61
O -17.91915 9.88852 17.95878 -0.97 0.79 -0.01
O -19.20442 10.87294 19.49824 -0.54 -0.21 0.49
O -16.91797 9.94158 25.47854 -1.83 -1.02 -0.50
O -12.57386 14.73879 15.78352 0.98 -1.56 2.66
O -14.11033 4.96808 23.93722 0.07 1.32 -0.18
O -18.52594 11.99558 23.65974 -0.54 -0.69 0.69
O -18.03597 4.82040 22.25007 -0.02 -0.24 -0.87
O -18.20050 12.11305 17.97357 0.67 0.38 -0.50
O -20.46570 10.80960 23.58787 0.58 -0.08 -0.08
O -14.65284 5.75386 18.92874 0.28 -0.53 -0.29
O -15.76519 2.06335 21.99867 0.59 -0.73 -0.65
O -19.05894 9.87930 26.20440 1.07 -0.53 -0.77
O -16.60310 12.92891 28.69198 1.64 -1.18 1.19
C -12.91093 14.22640 17.04721 -1.34 1.77 -1.89
C -11.52182 10.00673 16.32802 0.14 -1.26 -0.45
C -12.40162 6.17335 19.28878 0.65 -0.78 -0.06
C -14.49992 8.83286 21.81689 0.83 0.18 -0.08
C -14.00938 6.31824 24.12554 -0.42 -0.05 -1.64
C -17.13624 5.88282 26.26375 -0.96 1.22 0.01
C -18.28378 5.49523 21.28834 -0.32 0.21 1.92
C -12.19302 13.79132 30.46216 1.93 1.60 -0.44
C -19.74755 11.63610 23.11622 -0.87 0.58 1.11
C -12.07203 10.54293 17.59210 -0.33 2.18 0.24
C -16.77144 11.78541 27.88149 -1.10 -2.00 0.17
C -16.23197 2.62673 23.13719 -1.61 -0.12 2.43
C -18.85651 12.94733 21.59456 1.49 1.62 0.78
C -12.82543 4.36167 24.01326 0.21 0.07 0.50
C -18.13278 4.87489 27.98752 1.26 2.19 0.38
C -13.70017 15.18878 15.16315 -2.29 1.06 -1.52
C -16.68622 1.16168 21.48241 0.37 -0.90 -2.68
C -11.73176 13.69321 21.96964 -0.12 0.00 -1.83
C -17.95197 13.00026 22.92753 -1.36 0.66 -3.27
C -14.79413 15.32059 16.26684 1.11 1.28 -0.31
C -19.71658 8.04915 24.91324 -0.73 0.32 -0.33
C -13.50103 5.12825 19.46079 -0.62 -1.02 0.50
C -15.91297 12.49577 29.83386 -0.74 2.85 -0.59
C -18.51954 10.97560 18.53284 0.20 -1.88 0.97
C -18.82673 7.40162 20.22394 -1.79 1.16 0.54
C -15.44307 10.08985 20.24765 -0.55 0.27 -0.42
C -11.70383 11.79878 29.69184 1.88 -4.45 -2.80
C -15.94839 9.10884 22.13662 -0.16 -0.58 1.82
C -17.64565 2.04638 23.32378 -0.91 1.40 -0.73
C -12.55964 8.56683 27.15548 -0.12 0.23 -0.81
C -13.49516 10.95402 15.86427 0.18 -0.59 2.92
C -13.05427 9.48792 26.00271 0.55 -1.89 1.51
C -18.33768 6.39593 19.23615 1.37 -0.46 0.26
C -11.20053 8.34780 25.37514 0.57 -0.10 2.73
C -10.19563 8.87467 22.20294 -1.17 -0.84 1.35
C -17.25571 10.32157 16.78819 -2.07 1.67 -0.61
C -13.03553 12.22132 23.10322 -1.30 1.46 -1.01
C -20.16372 9.04854 26.02836 -0.11 0.46 -2.03
C -12.39827 12.81185 31.58003 -0.56 0.18 -0.18
C -18.02990 9.43849 25.39268 2.17 2.72 1.92
C -17.45071 11.86267 16.78980 0.56 -0.40 1.57
C -16.87886 6.72440 27.47564 1.09 -0.07 1.14
C -16.07834 10.61072 28.66031 -0.23 0.32 -0.41
C -12.76093 13.00661 21.01733 0.13 -0.62 -1.43
C -9.60296 10.42063 20.70298 -0.24 -0.12 -0.34
C -10.01598 10.24250 22.90839 -2.41 -1.09 0.26
C -11.86290 5.58305 23.86801 0.84 -0.05 1.15
C -14.34899 7.00577 18.58337 -1.92 3.10 0.22
H -16.78392 9.78148 28.82941 0.85 -0.01 -0.26
H -9.16686 10.28649 23.53514 0.97 0.12 0.63
H -13.42651 4.13345 18.94771 0.35 0.97 0.56
H -17.78058 1.44358 24.18697 0.37 -0.45 0.95
H -12.03767 9.82808 18.38267 -0.01 -0.41 0.56
H -12.96002 10.49046 26.32763 -0.21 1.10 -0.15
H -12.42654 9.05019 28.08077 0.33 0.66 1.03
H -12.64355 3.56734 23.25221 -0.42 0.86 0.33
H -12.35825 12.17378 20.37898 0.16 0.91 0.63
H -16.45559 11.81217 26.85220 0.68 0.63 -0.18
H -15.84680 7.05197 27.67411 -0.24 -0.26 -0.52
H -9.81043 7.91556 22.54634 0.19 0.66 0.68
H -17.36469 6.63573 18.77090 -0.31 -0.22 0.46
H -16.51906 12.39501 16.85061 0.40 0.26 -0.03
H -10.55484 10.36137 16.02529 0.60 -0.22 0.07
H -14.01072 9.15868 25.64529 -0.75 0.34 0.12
H -10.64363 13.69078 21.68072 -1.32 0.21 0.06
H -18.45619 12.28251 20.82399 -0.10 0.12 0.33
H -18.47078 2.78969 23.29513 0.86 -0.26 0.02
H -11.02955 5.55168 24.61505 -0.76 0.27 -0.67
H -19.06345 6.22042 18.50396 -0.99 -0.03 -1.20
H -11.76032 5.83194 18.44963 -0.02 0.55 0.56
H -16.25163 10.14846 16.91155 2.36 -0.84 -0.10
H -20.23749 8.09610 23.95077 -0.35 0.04 0.56
H -12.87118 3.89200 25.02533 1.00 0.32 -0.71
H -17.72334 9.91606 15.88887 0.27 -0.26 0.11
H -11.88359 13.12923 32.49000 0.46 -0.59 -0.27
H -17.36130 6.53876 25.43371 -0.43 -0.44 -0.42
H -19.75094 7.02261 25.32968 0.39 0.53 -0.29
H -10.94858 10.56912 23.41104 0.82 -0.77 0.25
H -11.58296 11.52425 17.85214 -0.39 -1.20 -0.03
H -13.07652 14.32362 30.18685 -0.25 1.02 0.11
H -13.30638 13.67390 20.31869 0.39 -0.16 0.80
H -11.85278 6.39217 20.22362 -0.21 -0.42 -0.56
H -16.28835 5.31257 26.08176 1.64 -1.01 -0.67
H -19.05099 13.95425 21.18917 0.24 -0.48 0.22
H -13.76469 9.11463 22.55310 -0.07 -0.40 0.58
H -16.03061 9.92313 22.90069 0.10 -0.84 -0.36
H -13.51882 16.17468 14.68400 -0.01 -0.66 0.28
H -14.04072 14.46171 14.39137 0.10 0.43 0.47
H -21.00960 9.70075 25.82293 -0.15 -0.27 -0.26
H -16.17041 3.68078 23.19981 -0.01 1.05 -0.89
H -16.37677 8.16585 22.50281 -0.38 0.55 -0.19
H -17.85033 11.54539 27.81252 0.46 0.12 0.19
H -15.02249 16.37958 16.53331 0.13 -0.83 -0.01
H -18.44924 8.42376 20.25919 0.38 -0.35 -0.29
H -16.93432 12.72430 22.69767 0.56 0.56 0.48
H -13.45019 12.71459 31.79897 -0.36 0.13 0.12
```
Positions in Å, forces in eV/Å.

As for the electronic energy: -7067.544501 Ha. The relative energy (zero: lowest compared OMol25 entry of this formula, charge and spin) is 0.000 eV. The HOMO-LUMO gap is 11.34 eV. The value obtained for the maximum force is 5.59 eV Å⁻¹. The LUMO energy comes out at 0.26 eV. The HOMO energy is -0.407 Eh.